The following is a quantum chemistry calculation of a single C4H11N3O molecule at a distorted geometry, from the Open Molecules 2025 dataset.

Its frontier orbital gap is 9.6 eV. The total energy comes out at -398.4634 hartree. Its net charge is 0. Its SMILES is CC(C)(N)/C(N)=N/O. The calculation puts the energy relative to the best compared isomer or geometry (same formula, charge and spin) at 57.0 kcal per mole.

Geometry (Å):
H: 0.20 -1.11 -1.86
C: -0.05 1.78 -0.16
H: 0.72 2.42 -0.58
H: 2.45 0.59 -0.77
H: 2.10 -0.93 0.04
O: -0.69 -2.61 1.63
H: -2.48 -1.06 0.73
H: -2.17 0.46 0.14
N: -1.82 -0.29 0.71
N: 0.05 -1.73 0.83
H: 2.08 0.57 0.96
H: 0.50 0.41 -2.36
H: -0.97 1.99 -0.70
C: -0.51 -0.66 0.43
H: -1.37 -2.12 2.10
N: -0.05 -0.13 -1.72
H: -0.19 2.02 0.89
C: 1.84 0.12 0.00
C: 0.36 0.32 -0.32

***

The following is a quantum chemistry calculation of a molecular structure, C46H52BClN15OTi at a distorted geometry, from the Open Molecules 2025 dataset.

Its frontier orbital gap is 4.6 eV. The total energy comes out at -4014.5146 hartree. Its net charge is +3. The calculation puts the energy relative to the best compared isomer or geometry (same formula, charge and spin) at 31.8 kcal per mole.

Geometry (Å):
H: -0.37 -4.88 2.82
H: 0.61 -4.64 6.31
H: 3.02 -5.19 6.24
C: 1.78 0.41 -0.56
C: -5.43 2.11 -0.35
H: 2.77 3.39 -5.47
C: 3.57 0.09 3.14
C: -3.10 1.30 2.61
C: 2.99 -0.25 -0.71
H: 2.32 -2.98 0.94
C: -1.37 2.91 2.98
C: -2.59 1.09 1.35
H: 6.80 -0.89 3.31
H: 0.71 2.08 -6.05
N: -2.83 2.16 -5.65
C: 0.48 -4.68 5.23
Cl: 5.59 1.51 4.23
H: 1.08 3.45 1.86
H: 3.91 -4.66 2.92
C: 2.41 -3.14 4.82
N: -3.86 2.11 -4.76
C: -3.38 1.97 -6.83
H: -0.81 1.40 -4.25
C: 3.09 -1.24 -1.68
C: -6.35 2.81 -1.15
H: -5.51 1.87 0.70
H: -1.67 -1.65 -1.09
H: -2.88 4.48 -4.53
C: -2.17 -1.15 -1.90
C: 1.99 -1.49 -2.48
C: -0.03 -2.39 0.92
C: 1.58 1.46 0.48
C: 2.08 3.08 -4.70
C: 2.31 3.41 -3.38
N: -0.21 -2.15 3.09
C: 1.85 -4.54 4.56
H: 1.83 -2.35 4.34
C: 0.94 2.35 -5.03
C: 0.28 3.36 1.12
B: -3.48 2.01 -3.32
C: -4.77 1.77 -6.74
N: 0.11 -3.00 2.10
C: -5.04 1.85 -5.40
C: -3.32 -0.53 -3.66
C: 2.80 -5.54 5.23
C: -1.94 5.29 -2.66
H: -6.12 3.28 -3.31
H: 3.92 -3.54 0.58
C: 3.07 -4.57 2.23
H: 1.04 1.01 1.32
H: 0.03 4.37 0.82
N: 0.75 2.58 -0.06
N: 0.31 2.27 -2.73
C: 0.46 -4.41 2.30
H: 1.20 4.45 -0.90
N: -1.52 1.78 0.89
C: -0.91 2.67 1.71
H: 3.17 3.98 -3.08
N: -2.08 0.20 -2.02
H: 2.19 -6.77 3.35
H: 1.98 -1.05 2.28
H: -0.85 3.63 3.62
C: 3.04 -1.01 2.48
H: -5.96 1.73 -4.87
C: -1.60 4.57 -1.55
N: -0.42 -1.13 1.09
H: 3.76 -5.64 4.72
H: 3.45 -3.04 4.51
C: 1.76 -4.87 3.03
C: -0.52 -1.05 2.45
H: -2.87 2.42 4.43
H: 0.51 -4.84 1.30
H: -2.77 2.00 -7.72
H: -1.86 6.36 -2.81
H: -0.81 -0.16 2.99
O: 1.51 -6.27 2.88
N: -4.60 2.16 -2.32
H: -3.95 0.72 2.94
H: 3.82 0.00 -0.07
H: -0.01 -0.91 -2.94
H: -3.95 -0.46 -4.54
H: -1.19 4.92 -0.62
H: 2.93 0.91 3.47
H: 3.15 -5.40 1.54
N: -2.82 0.57 -3.12
H: -3.04 0.38 0.67
C: -2.49 2.23 3.44
H: -0.20 -3.87 4.96
C: 5.74 -0.93 3.07
H: -7.30 3.22 -0.85
C: 3.84 -2.08 2.12
H: 4.02 -1.78 -1.82
C: 5.20 -2.03 2.43
C: -2.94 -1.65 -2.92
N: -2.41 3.15 -2.99
H: -5.47 1.59 -7.54
N: -1.89 3.26 -1.73
H: 2.03 -2.23 -3.27
C: -2.46 4.36 -3.55
H: 0.18 -2.88 -0.01
H: 0.02 -5.64 4.99
Ti: -1.00 1.56 -1.09
H: 2.38 -2.95 5.90
H: -3.20 -2.67 -3.11
C: 3.26 -3.28 1.41
H: 2.35 -6.53 5.34
H: 5.84 -2.85 2.16
N: 0.71 0.16 -1.32
C: 1.40 2.99 -2.42
C: 4.92 0.13 3.43
C: 0.83 -0.77 -2.29
H: 2.60 3.42 -0.69
N: -4.37 1.73 -1.05
C: 0.09 1.96 -4.02
C: 1.55 3.42 -0.98
H: 2.53 1.85 0.86
C: -5.78 2.83 -2.39

***

The following is a quantum chemistry calculation of 2 unconnected molecules or ions with the total composition CH3NO2S2 at a distorted geometry, from the Open Molecules 2025 dataset.

Its frontier orbital gap is 9.4 eV. The total energy comes out at -1041.4121 hartree. Its net charge is 0. The calculation puts the energy relative to the best compared isomer or geometry (same formula, charge and spin) at 49.7 kcal per mole.

Geometry (Å):
H: 2.77 -0.58 1.07
C: 2.49 -0.41 0.12
O: -2.59 -0.98 -0.63
N: -2.25 1.42 0.20
H: -2.16 1.70 -0.77
S: -2.37 -0.09 0.48
O: 0.05 -0.66 0.67
H: 3.15 -0.05 -0.73
S: 0.92 -0.36 -0.42

***

The following is a quantum chemistry calculation of a single C7H11N molecule at a distorted geometry, from the Open Molecules 2025 dataset.

Its frontier orbital gap is 9.9 eV. The total energy comes out at -328.0170 hartree. Its net charge is 0. Its SMILES is C=C1N=CCC1(C)C. The calculation puts the energy relative to the best compared isomer or geometry (same formula, charge and spin) at 44.5 kcal per mole.

Geometry (Å):
H: -0.99 0.32 2.07
H: 0.53 1.83 1.27
H: -1.70 -0.68 -1.42
C: -1.27 -0.11 1.14
N: 2.08 -0.13 -0.41
C: -1.02 0.24 -1.27
C: 0.88 -2.19 0.13
C: 0.42 1.43 0.27
H: -1.56 1.19 -1.36
C: -0.26 0.15 0.03
H: -0.09 -2.69 0.45
H: -1.59 -1.18 1.32
C: 1.83 1.07 -0.18
H: -0.11 2.16 -0.27
C: 0.91 -0.87 -0.15
H: -0.30 0.26 -2.21
H: -2.16 0.26 0.78
H: 2.63 1.73 -0.10
H: 1.76 -2.80 -0.06